1.
178
Properties=species:S:1:pos:R:3 method="wB97M-V/def2-TZVPD" largest_force_ev_per_a=4.8 total_energy_ev=-221310.702 charge=0
O 15.26 -17.89 -1.35
S 15.81 -18.43 -2.65
O 16.22 -17.46 -3.69
O 17.16 -19.39 -2.34
C 17.14 -20.07 -1.12
C 17.76 -19.22 -0.09
C 14.71 -19.75 -3.34
H 17.85 -20.88 -1.32
H 16.12 -20.43 -0.97
H 18.65 -18.73 -0.47
H 18.00 -19.88 0.74
H 16.98 -18.57 0.32
H 13.79 -19.29 -3.71
H 14.48 -20.49 -2.58
H 15.24 -20.29 -4.14
O 16.85 -24.06 -6.71
S 18.13 -23.92 -7.48
O 18.12 -23.26 -8.79
O 19.27 -23.24 -6.50
C 19.34 -21.83 -6.17
C 18.38 -21.57 -5.04
C 19.03 -25.58 -7.61
H 19.18 -21.20 -7.04
H 20.30 -21.50 -5.76
H 18.27 -20.50 -4.87
H 18.85 -22.06 -4.18
H 17.38 -21.97 -5.24
H 18.51 -26.36 -7.06
H 20.09 -25.36 -7.42
H 18.92 -25.93 -8.63
O 20.52 -21.62 -0.95
S 21.21 -20.64 -1.85
O 21.32 -20.98 -3.30
O 20.48 -19.15 -1.83
C 20.57 -18.37 -3.01
C 19.93 -17.01 -2.83
C 22.90 -20.22 -1.16
H 20.22 -18.87 -3.92
H 21.65 -18.30 -3.16
H 19.32 -16.89 -1.94
H 19.35 -16.70 -3.69
H 20.74 -16.28 -2.77
H 22.68 -20.33 -0.09
H 23.04 -19.16 -1.36
H 23.67 -20.92 -1.47
O 22.93 -16.57 -1.63
S 22.69 -15.95 -0.31
O 21.81 -14.81 -0.16
O 22.08 -17.24 0.65
C 21.71 -16.90 2.01
C 20.26 -17.07 2.28
C 24.27 -15.63 0.55
H 22.03 -15.99 2.50
H 22.24 -17.60 2.65
H 19.98 -16.87 3.32
H 19.83 -18.07 2.24
H 19.70 -16.39 1.64
H 24.95 -15.11 -0.13
H 24.79 -16.52 0.88
H 24.07 -14.95 1.37
O 19.25 -26.35 -4.12
S 19.67 -27.57 -3.37
O 20.13 -27.47 -1.96
O 18.42 -28.64 -3.40
C 17.86 -29.02 -4.60
C 16.92 -30.18 -4.23
C 21.00 -28.35 -4.40
H 18.63 -29.39 -5.28
H 17.44 -28.26 -5.26
H 16.33 -30.66 -5.01
H 16.15 -29.74 -3.60
H 17.46 -30.93 -3.64
H 20.68 -28.24 -5.44
H 21.03 -29.39 -4.07
H 21.87 -27.72 -4.22
O 25.24 -19.94 0.65
S 24.86 -19.70 2.04
O 24.50 -18.39 2.53
O 23.66 -20.77 2.44
C 22.93 -20.57 3.57
C 21.77 -21.61 3.39
C 26.22 -20.26 3.20
H 22.53 -19.55 3.59
H 23.58 -20.76 4.42
H 21.14 -21.37 2.54
H 21.22 -21.78 4.32
H 22.27 -22.56 3.23
H 25.91 -21.24 3.56
H 26.40 -19.69 4.11
H 27.14 -20.37 2.63
O 13.23 -18.98 5.59
S 14.29 -20.06 5.57
O 14.05 -21.26 4.74
O 15.71 -19.39 5.13
C 15.79 -18.93 3.81
C 17.20 -18.95 3.33
C 14.78 -20.55 7.31
H 15.53 -17.87 3.83
H 15.13 -19.40 3.08
H 17.80 -18.40 4.05
H 17.28 -18.28 2.46
H 17.56 -19.93 3.00
H 14.48 -19.65 7.85
H 15.84 -20.76 7.25
H 14.15 -21.40 7.57
O 23.81 -27.05 -2.03
S 24.28 -28.22 -1.27
O 24.68 -29.43 -1.97
O 25.57 -27.61 -0.29
C 26.31 -28.70 0.32
C 27.55 -28.09 0.87
C 23.08 -28.65 0.11
H 26.62 -29.37 -0.48
H 25.79 -29.27 1.09
H 27.35 -27.48 1.75
H 28.05 -27.45 0.14
H 28.23 -28.86 1.20
H 22.08 -28.76 -0.33
H 23.05 -27.77 0.75
H 23.53 -29.50 0.62
O 14.94 -24.15 0.80
S 14.26 -23.03 0.20
O 14.77 -22.53 -1.04
O 12.59 -23.23 0.05
C 11.99 -23.95 1.19
C 10.71 -23.10 1.53
C 14.23 -21.62 1.34
H 12.67 -24.06 2.04
H 11.77 -24.97 0.87
H 10.88 -22.05 1.74
H 10.13 -23.52 2.36
H 10.08 -23.03 0.64
H 13.94 -21.96 2.34
H 13.55 -20.85 1.00
H 15.27 -21.29 1.36
O 19.53 -23.29 0.85
H 19.82 -22.55 0.32
H 19.99 -24.04 0.47
C 18.20 -27.38 1.59
C 19.42 -27.84 0.81
O 20.14 -28.74 1.59
C 19.64 -28.65 2.85
O 19.93 -29.30 3.85
O 18.67 -27.69 2.87
H 17.29 -27.90 1.29
H 18.10 -26.30 1.44
H 20.04 -26.99 0.53
H 19.05 -28.32 -0.10
C 17.46 -24.23 3.08
C 18.64 -23.80 3.92
O 18.02 -23.16 5.04
C 16.73 -23.44 5.08
O 16.09 -23.30 6.08
O 16.39 -24.09 3.98
H 17.67 -25.29 2.96
H 17.39 -23.60 2.20
H 19.35 -23.29 3.27
H 19.23 -24.65 4.26
C 16.92 -24.49 -2.74
C 17.52 -24.66 -1.34
O 17.06 -25.91 -0.90
C 16.54 -26.54 -1.91
O 16.23 -27.73 -1.90
O 16.36 -25.79 -2.97
H 17.68 -24.29 -3.50
H 16.01 -23.90 -2.71
H 17.19 -24.02 -0.52
H 18.61 -24.64 -1.38
C 23.62 -23.60 0.52
C 22.58 -24.58 1.00
O 21.95 -25.03 -0.14
C 22.33 -24.32 -1.20
O 21.74 -24.32 -2.24
O 23.40 -23.45 -0.89
H 24.66 -23.82 0.77
H 23.47 -22.58 0.89
H 21.85 -24.19 1.71
H 23.09 -25.44 1.44

---

2.
171
Properties=species:S:1:pos:R:3 method="wB97M-V/def2-TZVPD" largest_force_ev_per_a=4.5 total_energy_ev=-777216.500 charge=0
C 8.37 -1.58 1.39
Br 8.16 0.09 0.26
Br 6.53 -2.35 1.74
Br 9.27 -1.22 3.23
H 9.03 -2.27 0.87
C 0.91 -7.59 -0.93
Br 2.77 -7.79 -0.18
Br 0.38 -9.42 -1.28
Br 0.93 -6.37 -2.37
H 0.30 -7.17 -0.13
C 4.49 -2.90 -3.43
Br 4.44 -4.81 -2.89
Br 4.09 -2.81 -5.33
Br 6.23 -2.05 -2.98
H 3.68 -2.39 -2.90
C 3.77 -3.55 0.49
C 2.33 -3.34 0.00
O 2.10 -1.98 -0.17
P 0.62 -1.38 -0.42
O -0.30 -1.81 0.66
O 0.18 -1.87 -1.88
C -0.72 -2.95 -2.20
C -0.44 -3.56 -3.56
O 0.88 0.18 -0.65
C -0.19 1.15 -0.95
C 0.42 2.58 -0.72
H 3.84 -3.15 1.50
H 4.02 -4.60 0.47
H 4.49 -3.12 -0.20
H 2.24 -3.82 -0.97
H 1.60 -3.76 0.70
H -0.77 -3.74 -1.45
H -1.62 -2.34 -2.30
H -1.00 -4.48 -3.70
H -0.53 -2.76 -4.30
H 0.63 -3.72 -3.51
H -0.70 0.98 -1.90
H -1.06 1.03 -0.31
H -0.33 3.34 -0.51
H 1.10 2.56 0.14
H 0.90 2.78 -1.68
C -7.07 -5.59 3.91
C -6.19 -6.15 2.76
O -5.41 -7.32 2.99
P -3.99 -7.47 2.25
O -3.24 -8.72 2.39
O -3.30 -6.16 2.82
C -1.94 -5.83 2.55
C -1.73 -4.36 2.28
O -4.33 -7.04 0.70
C -5.19 -7.86 -0.04
C -6.01 -7.18 -1.13
H -6.52 -4.73 4.29
H -8.07 -5.35 3.55
H -7.23 -6.29 4.73
H -6.96 -6.23 1.99
H -5.56 -5.41 2.26
H -1.37 -6.25 3.38
H -1.71 -6.27 1.58
H -0.65 -4.25 2.22
H -2.31 -3.95 1.44
H -2.00 -3.76 3.15
H -4.66 -8.73 -0.43
H -5.82 -8.35 0.69
H -5.43 -7.03 -2.04
H -6.95 -7.72 -1.29
H -6.37 -6.20 -0.83
C 0.27 10.96 2.50
C -0.03 9.53 2.01
O 0.95 9.17 1.04
P 2.12 8.16 1.45
O 1.71 6.99 2.27
O 2.82 7.78 0.10
C 3.88 6.84 0.11
C 3.55 5.39 0.44
O 3.37 9.12 2.02
C 4.22 8.59 3.14
C 4.16 9.51 4.42
H -0.49 11.15 3.26
H 1.23 11.03 3.01
H 0.29 11.57 1.60
H -0.18 8.72 2.73
H -0.92 9.57 1.38
H 4.22 6.85 -0.93
H 4.67 7.19 0.77
H 4.28 4.80 -0.12
H 3.76 5.12 1.48
H 2.54 5.15 0.12
H 3.91 7.57 3.38
H 5.27 8.54 2.85
H 4.20 10.55 4.08
H 3.13 9.44 4.78
H 4.89 9.42 5.22
C 6.67 1.77 5.88
C 7.25 0.55 5.11
O 6.62 -0.64 5.51
P 5.02 -0.77 5.25
O 4.14 -0.15 6.31
O 4.80 -0.13 3.83
C 3.78 0.81 3.39
C 2.54 -0.16 3.02
O 4.89 -2.37 4.99
C 5.52 -3.44 5.77
C 5.97 -4.62 4.80
H 7.07 2.73 5.54
H 5.59 1.90 5.83
H 6.87 1.70 6.95
H 7.12 0.57 4.03
H 8.30 0.54 5.40
H 3.64 1.53 4.20
H 4.15 1.47 2.60
H 2.74 -0.91 2.26
H 2.32 -0.82 3.86
H 1.64 0.42 2.81
H 6.34 -2.96 6.31
H 4.69 -3.62 6.44
H 5.95 -4.27 3.77
H 7.01 -4.82 5.05
H 5.39 -5.54 4.89
C 0.41 6.65 -2.02
C -0.73 6.80 -0.96
O -1.71 5.74 -1.10
P -3.01 5.66 -0.13
O -3.85 4.37 -0.01
O -3.83 6.89 -0.75
C -4.53 7.89 -0.02
C -3.58 9.10 0.43
O -2.46 6.16 1.32
C -2.87 5.43 2.55
C -4.08 6.06 3.20
H 1.18 7.42 -1.95
H 0.84 5.65 -2.03
H -0.10 6.84 -2.97
H -0.23 6.74 0.01
H -0.99 7.86 -0.94
H -5.24 8.32 -0.72
H -5.26 7.55 0.71
H -4.25 9.86 0.84
H -2.95 8.74 1.25
H -2.95 9.37 -0.41
H -3.06 4.37 2.42
H -2.11 5.51 3.32
H -4.05 7.15 3.27
H -4.99 5.90 2.62
H -4.10 5.61 4.19
C -4.34 -4.86 -10.47
C -5.48 -4.37 -9.49
O -5.13 -4.74 -8.19
P -4.64 -3.62 -7.05
O -5.66 -2.53 -6.92
O -3.09 -3.25 -7.58
C -2.43 -2.20 -6.90
C -1.02 -2.15 -7.43
O -4.38 -4.55 -5.70
C -5.42 -5.22 -5.03
C -5.30 -6.71 -5.29
H -4.64 -5.91 -10.54
H -4.47 -4.49 -11.49
H -3.33 -4.73 -10.07
H -5.43 -3.28 -9.50
H -6.50 -4.72 -9.65
H -3.04 -1.32 -7.08
H -2.44 -2.53 -5.86
H -0.56 -1.27 -7.88
H -0.29 -2.57 -6.74
H -1.01 -2.80 -8.30
H -5.29 -4.91 -3.99
H -6.39 -4.96 -5.47
H -4.83 -7.24 -4.46
H -6.30 -7.11 -5.45
H -4.93 -6.91 -6.29

---

Look up the charge of the second one.
0